Entry from OMol25: 2 unconnected molecules or ions with the total composition C4H9S at a distorted geometry (wB97M-V/def2-TZVPD).

Atoms and positions in Å:
C: -2.1806 -3.2239 -5.5942
S: -3.1282 -4.6268 -4.9560
H: -1.2599 -3.6497 -5.9163
H: -2.7292 -2.8223 -6.5059
H: -2.1003 -2.4366 -4.7269
C: 1.0501 2.3902 2.1100
C: 0.8352 1.6074 3.4512
C: 1.7149 1.4414 4.3886
H: 0.6865 1.9493 1.1263
H: 0.4880 3.2410 2.1234
H: 2.2014 2.3815 1.7807
H: 0.0053 0.8416 3.2000
H: 1.7303 0.8090 5.3145
H: 2.6865 2.0978 4.2046

Force components x, y, z for each atom (eV/Å):
C -1.6 1.3 0.7
S -0.5 -0.6 0.3
H 1.1 0.4 -0.2
H 0.8 0.0 1.1
H 0.3 -1.1 -2.0
C 3.4 -3.3 -1.1
C -2.3 -2.4 -4.5
C 3.6 1.5 1.3
H -0.2 -0.6 1.7
H -0.6 3.1 0.2
H -2.3 1.1 1.3
H 0.8 1.4 1.5
H -0.4 0.6 -1.3
H -1.9 -1.3 0.9

Properties
Total charge: -1
LUMO (eV): 2.541
Kohn-Sham gap (Ha): 0.1612
HOMO energy (eV): -1.8

Charges computed using natural (NBO), reported in e: -0.761 -0.756 0.179 0.168 0.169 -0.656 -0.196 -0.403 0.226 0.214 0.212 0.205 0.217 0.182

***

Entry from OMol25: a molecular structure, C38H26BrN6O7STc at a distorted geometry (wB97M-V/def2-TZVPD).

Atoms and positions in Å:
Tc: -0.9436 0.2253 -0.7009
Br: 10.7915 0.4773 5.5856
C: 8.9763 0.4315 5.0524
C: 7.9781 0.4246 6.0234
C: 6.6582 0.3820 5.6384
C: 6.3161 0.3479 4.2772
C: 7.3386 0.3655 3.3080
C: 8.6560 0.4018 3.6959
N: 4.9963 0.2927 3.9719
N: 4.5625 0.2767 2.7973
C: 3.2605 0.2618 2.4872
C: 2.2238 0.2777 3.4468
C: 0.8976 0.2675 3.1017
C: 0.5168 0.2627 1.7414
O: -0.6857 0.3089 1.3178
C: 1.5586 0.2521 0.7507
N: 1.1109 0.2814 -0.5313
C: 2.0187 0.2891 -1.4986
C: 3.3893 0.2732 -1.2503
C: 3.8555 0.2526 0.0457
C: 2.9224 0.2476 1.0957
H: 8.2348 0.4468 7.0715
H: 5.8649 0.3746 6.3698
H: 7.0712 0.3402 2.2621
H: 9.4489 0.4031 2.9623
H: 2.5224 0.2929 4.4833
H: 0.1199 0.2684 3.8488
H: 1.6584 0.2960 -2.5169
H: 4.0631 0.2866 -2.0926
H: 4.9110 0.2559 0.2730
N: -1.0989 0.3607 -2.9127
C: -1.0120 1.7490 -3.3149
C: -0.9857 2.1659 -4.6232
C: -0.9516 3.5349 -4.9309
C: -0.9616 4.4768 -3.9387
C: -0.9834 4.0844 -2.5850
C: -0.9983 4.9949 -1.5078
C: -1.0245 4.5139 -0.2238
C: -1.0079 3.1335 -0.0118
N: -0.9690 2.2500 -0.9888
C: -0.9915 2.7012 -2.2730
H: -0.4504 -0.2271 -3.4446
H: -2.0381 0.0162 -3.1358
H: -1.0009 1.4495 -5.4310
H: -0.9340 3.8404 -5.9642
H: -0.9585 5.5299 -4.1727
H: -0.9921 6.0545 -1.7064
H: -1.0525 5.1732 0.6292
H: -1.0232 2.7352 0.9927
O: 0.8730 -5.0758 -2.2152
C: -0.1608 -5.2023 -1.3832
C: -0.6020 -6.4818 -1.0211
C: -1.6734 -6.6376 -0.1705
C: -2.3262 -5.5231 0.3569
C: -1.8961 -4.2579 0.0210
C: -0.8213 -4.0764 -0.8517
C: -0.3970 -2.7097 -1.2184
O: 0.4398 -2.4654 -2.1062
O: -0.9552 -1.7668 -0.5553
H: 1.0061 -4.1154 -2.3967
H: -0.0829 -7.3317 -1.4349
H: -2.0119 -7.6303 0.0923
H: -3.1637 -5.6579 1.0242
H: -2.3789 -3.3765 0.4166
O: -5.9644 3.0363 -2.3647
S: -5.6865 2.5514 -1.0448
O: -5.9847 3.4115 0.0562
N: -4.0771 2.0830 -0.9805
C: -3.9964 0.8015 -0.7971
O: -2.9134 0.1523 -0.7296
C: -5.2773 0.0586 -0.7036
C: -5.4392 -1.3086 -0.5424
C: -6.7323 -1.8073 -0.4954
C: -7.8259 -0.9593 -0.6015
C: -7.6533 0.4137 -0.7640
C: -6.3679 0.8994 -0.8142
H: -4.5792 -1.9555 -0.4610
H: -6.8923 -2.8692 -0.3791
H: -8.8204 -1.3802 -0.5602
H: -8.4957 1.0786 -0.8514

Force components x, y, z for each atom (eV/Å):
Tc -0.5 -1.4 1.2
Br -0.2 0.0 -0.1
C -0.2 0.0 0.1
C 0.4 0.0 0.0
C -0.4 0.0 -0.6
C 2.0 0.0 -0.5
C -0.4 0.0 0.3
C 0.3 0.0 0.1
N -3.8 0.0 0.5
N 4.3 0.1 -0.5
C -2.7 -0.1 0.9
C 1.4 -0.1 -0.6
C -1.1 0.0 -1.2
C 3.1 0.0 1.1
O -2.6 0.2 -2.2
C -0.5 0.0 1.2
N 0.7 -0.1 -0.5
C -0.1 -0.1 -0.2
C 0.1 0.0 0.1
C -0.2 0.0 -0.3
C 0.0 0.0 0.5
H 0.1 0.0 0.0
H -0.1 0.0 0.1
H 0.0 0.0 0.0
H 0.0 0.0 0.0
H 0.0 0.0 0.1
H -0.1 0.0 0.1
H 0.0 0.0 0.0
H 0.1 0.0 0.0
H 0.0 0.0 0.0
N -0.1 -0.4 0.2
C 0.1 0.7 -0.3
C 0.0 -0.2 0.4
C 0.0 0.3 0.1
C 0.0 -0.2 -0.1
C 0.0 -0.5 0.2
C 0.0 -0.3 0.3
C 0.0 0.2 -0.3
C 0.0 0.0 0.4
N -0.1 0.9 0.1
C 0.0 0.2 -0.7
H -0.1 0.0 0.3
H 0.1 -0.1 0.1
H 0.0 -0.2 0.0
H 0.0 0.0 -0.1
H 0.0 0.1 -0.1
H 0.0 0.2 0.0
H 0.0 0.0 0.0
H 0.0 -0.1 0.1
O 0.3 0.1 -0.3
C -0.4 0.3 0.3
C 0.2 0.1 -0.2
C 0.1 0.2 0.0
C -0.1 0.1 0.1
C -0.1 -0.2 0.0
C 0.2 0.0 -0.1
C 0.8 -0.8 -0.8
O -0.1 -0.1 0.0
O -0.8 1.5 0.6
H -0.1 -0.3 0.1
H 0.1 -0.1 0.0
H 0.0 0.0 0.0
H -0.1 0.0 0.1
H -0.1 0.0 0.1
O 0.1 -0.3 0.0
S -0.2 0.2 -0.3
O 0.1 -0.2 0.2
N -0.1 -0.3 0.1
C -1.8 1.6 -0.2
O 2.0 -1.4 0.2
C 0.0 -0.5 0.1
C 0.0 0.2 0.0
C 0.0 -0.1 0.0
C 0.1 0.1 0.0
C -0.2 0.1 0.0
C 0.7 0.2 0.0
H 0.1 -0.1 0.0
H 0.0 -0.1 0.0
H -0.1 0.1 0.0
H -0.2 0.1 0.0

Properties
Total charge: +1
2S+1: 4
LUMO (alpha / beta) (eV): -3.887 / -5.152
Kohn-Sham gap (alpha / beta) (Ha): 0.2294 / 0.1847
HOMO energy (alpha / beta) (eV): -10.1 / -10.2

Charges computed using Löwdin, reported in e: 1.794 0.769 -0.673 -0.116 -0.003 -0.271 -0.006 -0.119 0.078 0.063 -0.211 0.021 0.033 -0.340 -0.142 -0.134 -0.040 -0.087 -0.009 0.053 -0.070 0.106 0.116 0.102 0.104 0.116 0.126 0.112 0.119 0.120 0.041 -0.216 0.016 -0.034 0.009 -0.122 0.049 0.005 -0.067 -0.056 -0.156 0.118 0.136 0.128 0.120 0.129 0.134 0.124 0.126 0.087 -0.258 0.002 -0.062 -0.080 -0.026 -0.077 -0.529 0.019 -0.167 0.085 0.121 0.111 0.102 0.108 -0.288 0.660 -0.279 0.017 -0.489 -0.168 -0.148 0.006 -0.051 -0.045 -0.017 -0.193 0.111 0.112 0.114 0.125

***

For reference, DFT total energy by record: -15127.2420, -146173.3620 eV.
For reference, relative energy (zero: lowest compared OMol25 entry of this formula, charge and spin) by record: 232.3, 10.5 kJ/mol.